Entry 1:
Entry from the OMol25 dataset: a molecular structure, C37H57AlF2NO9Si at a distorted geometry (ωB97M-V/def2-TZVPD).

## Properties
Charge   -1
Largest force on an atom   1.714 eV/A
HOMO-LUMO gap   6.6 eV
Highest occupied orbital energy   -0.164 Eh
Multiplicity   1

Last column: Mulliken charge in e.
Geometry (Å):
C 4.1653 -1.7054 0.9657  0.735
C 4.3382 -3.8765 3.0651  -1.181
C -1.2686 -2.3708 -1.3726  0.147
H 2.8554 -4.0895 -0.6677  0.295
H -1.8523 -4.0211 -6.3503  0.349
N -2.7598 0.3279 0.2320  -0.509
H -5.2648 0.1326 5.5998  0.363
C -2.3145 -1.9062 -8.2195  -0.479
H 2.1135 2.2795 3.4441  0.608
C 2.9504 4.6435 -2.0882  -0.581
H -2.8825 1.1814 0.7785  0.099
C -2.6856 -4.1202 -7.0471  -1.402
H -4.4437 -1.6087 -2.1047  0.365
H 1.4448 -1.2801 0.7661  0.037
H 4.2366 -4.8322 0.1247  0.305
O -2.6969 -0.5857 -7.8339  -0.347
C -4.9127 4.1875 5.5291  0.623
C 1.1839 2.7874 3.7233  -0.971
H 3.8892 5.2888 -4.6064  0.366
H -0.7714 2.4756 2.6830  -0.203
C -3.2269 -0.6667 -6.5801  0.601
C 4.7636 -0.7472 1.7724  -0.059
H 4.6811 -0.8199 2.8584  0.202
H -0.4454 -5.3443 0.0466  0.380
C 1.5151 -2.7534 2.3365  -0.490
C 3.1989 -4.5013 0.2885  -1.094
H -3.5067 -1.8553 -3.5729  0.164
H 2.5111 6.6086 -2.8725  0.246
H -3.6446 0.7837 5.7501  0.343
C 0.9264 2.3023 1.2544  -0.223
F -0.6246 -0.1049 2.9449  -0.117
C -2.3778 -4.8547 -0.8402  -0.670
H 0.3683 -0.0571 5.3613  0.243
C -0.5374 -3.3765 -0.7478  0.266
Al -0.8514 0.0657 0.1537  -0.967
H 4.3157 -3.1592 3.8916  0.307
O 1.9358 4.5963 -1.0878  -0.181
C 2.8004 5.2807 -4.5381  -1.486
C 5.4677 0.3157 1.2656  -0.765
O -5.1601 2.9053 5.9002  -0.393
C -4.5005 0.7103 5.0777  -1.432
H -3.0295 2.7157 4.1086  -0.168
H -1.2618 -2.0552 -7.9649  0.310
C -3.4196 -1.6073 -2.4951  -1.598
O -0.3149 4.6789 -1.1997  -0.474
C -0.3510 -0.9814 1.8575  1.314
H -2.3480 -4.6518 -7.9380  0.375
H -6.0101 2.0004 4.2580  0.219
H 0.8046 -3.5252 2.0233  0.414
H 2.6196 -5.3968 0.5398  0.385
O -3.4645 0.2672 -5.8912  -0.501
C -3.0978 -3.8834 -1.4799  -0.605
C -4.0831 2.8982 3.8837  0.221
C 0.7450 4.8380 -1.6995  0.578
O -5.1055 5.1381 6.2197  -0.563
H -4.2182 -2.8776 -7.9002  0.228
H 3.8427 -2.1953 -1.1225  0.164
H 3.1261 3.6290 -2.4570  0.329
O 0.9454 5.2844 -2.9762  -0.355
H 2.4263 4.3162 -4.8837  0.363
H 6.1089 1.3241 -0.5373  0.405
H 0.5829 1.9957 -0.8508  0.213
H -0.5033 2.0406 4.9817  -0.237
H 1.5900 -2.7186 3.4327  0.542
C 4.9932 -0.4543 -0.9243  -0.823
O -3.4418 -1.9653 -6.2311  -0.259
H 0.5057 -1.3053 -1.7171  0.562
H -3.0034 0.6019 -0.7210  0.096
H 0.8904 2.6619 5.8422  0.473
H -0.8234 2.6611 -0.0513  0.467
H 5.1004 -0.3245 -1.9998  0.360
H 1.6076 1.4893 1.5315  -0.303
C 0.2160 2.9174 2.5060  -0.183
H 1.7570 -0.6149 2.3923  -0.140
H -2.9989 -0.6048 -2.4520  0.197
C 5.5816 0.4821 -0.0958  -0.412
H 1.6892 0.3177 4.3038  -0.128
H 1.8615 0.6272 6.0921  0.416
H -4.2448 2.7557 2.8175  0.232
H -4.2054 0.1630 4.1815  0.413
Si 3.2240 -3.2070 1.6644  -0.111
C 1.1982 0.6468 5.2247  -0.692
C -3.2493 -2.7650 -7.4040  0.435
C 2.3418 5.5571 -3.1257  0.558
H -3.4418 -4.7273 -6.5491  0.352
C -2.5798 -2.6325 -1.7710  1.528
H 3.8772 5.0378 -1.6747  0.298
C 1.1468 -1.3243 1.8254  -0.759
H -4.1297 -4.1184 -1.7484  0.372
H 5.9531 1.0445 1.9115  0.362
F -1.1326 -2.0984 2.0877  -0.383
C -0.0235 1.9245 0.0730  -0.651
O -4.4153 4.2409 4.2699  -0.368
H 2.4067 6.0351 -5.2204  0.359
C 4.2947 -1.5162 -0.4017  0.044
C -5.0258 2.0820 4.7280  0.498
C -1.0655 -4.6142 -0.4694  -0.709
H -1.0113 -0.5281 -2.4130  0.744
H -2.8025 -5.8259 -0.5887  0.345
C 0.5905 2.0647 4.9658  -0.072
H 3.9363 -4.8556 3.3460  0.346
H 1.4479 3.8050 4.0437  0.335
H -2.4453 -2.0453 -9.2912  0.311
H 5.3444 -3.9544 2.6379  0.312
H 0.0565 3.9881 2.3241  0.591
H 0.4860 -3.1687 -0.4337  -0.098
C -0.5502 -1.0458 -1.5656  -1.437
H 1.5668 3.1226 0.8871  0.468

Entry 2:
Entry from the OMol25 dataset: a molecular structure, C37H57ClIKN2O2P2S3Si4 at a distorted geometry (ωB97M-V/def2-TZVPD).

## Properties
ΔE to the lowest compared entry with this formula, charge and spin   9.9 kcal per mole
Charge   -2
Largest force on an atom   1.495 eV/A
HOMO-LUMO gap   5.2 eV
Highest occupied orbital energy   -0.056 Eh
Multiplicity   1

Last column: Mulliken charge in e.
Geometry (Å):
C 2.1587 -3.2469 2.2155  0.260
C 1.6127 -1.6591 4.5322  -1.610
H 5.4041 2.8693 0.5445  0.379
H 4.0038 3.6571 1.2897  0.303
H 0.5153 -3.4678 -6.2958  0.408
C -3.3469 0.8741 -4.5434  0.023
C -3.6197 0.0613 5.3601  -0.365
S -3.7907 -3.6353 1.2524  -0.374
H -0.7300 -4.4613 -1.6937  0.382
H 1.8623 -2.5101 5.1712  0.420
H 2.2536 4.5990 -2.1768  0.245
C 2.9227 -4.6465 0.3963  -0.751
H 2.2366 -2.8170 -1.7903  0.638
H -1.0607 2.1667 4.6116  0.397
C 4.3376 3.0929 0.4137  -1.154
H 4.8714 0.3640 1.8864  0.449
Si 0.5927 3.4726 1.0842  -0.080
C -3.4449 -2.3754 2.3398  -0.088
N -1.2551 -2.0245 -3.8393  -0.084
C -1.6150 0.4800 3.4257  -0.233
Cl -2.0421 0.4463 -8.3144  -0.345
C 0.1137 -4.7261 -1.0517  -1.697
H 3.3683 -0.5552 1.6565  -0.147
C -2.7221 -0.1246 -3.7631  -0.280
H -6.2592 0.2498 -0.2783  0.415
C 1.3041 3.3119 2.8468  -0.811
H 2.7783 -5.0585 -0.5949  0.235
H 3.5027 -3.1648 3.8907  0.281
C 1.9695 -3.7772 0.9235  -0.112
H 2.3969 3.3803 2.8490  0.291
H 2.1773 0.5128 -3.4644  0.296
H 3.3606 0.9086 2.6485  0.204
C -0.4527 -2.8497 -4.4660  0.159
H 0.9311 -5.0918 -1.6779  0.438
H 1.1352 1.3943 -4.6043  0.375
C -0.7006 3.1705 -2.6571  -0.614
H -4.4115 2.4550 2.3906  0.312
C 3.7874 0.4528 1.7491  -0.702
H -2.8115 1.7958 6.3199  0.369
K -1.8126 -0.8575 -0.3891  1.401
H 0.2546 -4.2120 4.0469  0.489
S -4.2701 1.4464 0.2663  0.488
C 4.2693 -4.4344 2.3628  -0.737
P 0.5146 -3.2244 -0.0718  1.059
C -2.7324 1.1200 5.4758  -0.770
C 2.2891 3.7176 -2.8243  -0.989
H 0.8582 -1.0542 5.0424  0.314
C -1.7380 1.3255 4.5142  -0.786
C -5.2030 -0.0143 -0.1952  -0.496
H 0.4318 0.2694 -3.4350  -0.509
H -0.8513 4.0908 -2.0838  0.286
H -4.8855 0.7385 2.4764  0.078
Si 1.0413 1.5293 -0.1459  1.074
C 1.4264 -2.2468 -1.3259  0.511
H 2.1091 4.0403 -3.8570  0.370
H -0.2200 -5.5229 -0.3857  0.388
H -3.6210 1.8427 -6.4383  0.399
C -0.2817 -3.4201 3.5181  -1.393
H 1.0081 5.9445 1.1799  0.387
H 0.7354 -1.9021 -2.0983  -0.451
H 1.0351 2.3466 3.2876  -0.051
H -1.7836 3.8805 0.3842  0.209
H -0.9947 -2.9499 4.1981  0.399
C 4.0650 -4.9805 1.1060  -0.792
H 1.8262 -1.3556 -0.8381  -0.938
H 3.3014 3.3059 -2.7750  0.243
C -1.6299 -0.8611 -5.9285  0.728
H -5.0512 -0.7971 0.5527  0.058
H -0.8651 0.6388 2.6569  0.726
H -4.8209 -0.3245 -1.1690  0.011
H 0.7409 5.4209 -0.4892  0.284
H -0.8526 -3.8386 2.6855  0.220
C -1.2607 3.7874 1.3412  -0.379
S -4.4620 -2.1632 3.7965  -0.426
H -6.0303 1.9591 1.8114  0.490
C -2.2857 0.2029 -6.5942  0.458
O -2.8786 0.9786 0.5128  -0.448
H 4.7982 -5.6496 0.6702  0.386
C -1.8488 -1.0311 -4.5371  -0.318
H -0.8240 3.4076 -3.7203  0.402
I -4.6679 2.1606 -3.5767  -0.009
H -4.3914 -0.0926 6.1061  0.399
H 5.3559 0.5680 -1.0146  0.413
H 4.1076 1.0510 -2.1775  0.249
C -4.9832 1.6635 1.9058  -0.867
C -0.7548 -1.7656 -6.5660  -0.923
N -2.4961 -1.4849 2.2473  0.337
Si 0.9981 2.4109 -2.3108  -0.263
C 4.2764 0.5711 -1.2092  -1.090
H 2.4970 -1.0342 4.3868  0.369
C -3.5032 -0.7929 4.2691  0.922
C -0.1645 -2.7604 -5.8377  -1.015
H 3.9492 -0.4690 -1.2923  0.242
H -0.5614 -1.6551 -7.6244  0.366
P 0.8687 -2.1182 2.9091  1.718
C -2.5069 -0.5898 3.2935  -1.070
C 1.2120 1.0180 -3.5771  -0.340
C 1.2341 5.1557 0.4514  -1.203
H -1.7201 2.9558 1.8768  -0.381
H 0.0132 -3.6279 -3.8664  0.189
Si 3.3575 1.4688 0.1989  -0.192
H -1.4094 4.7120 1.9137  0.418
C -3.1212 1.0410 -5.9103  -0.520
C 3.3243 -3.5797 2.9086  -0.694
H 0.9158 4.1084 3.4933  0.433
H 4.2282 3.7378 -0.4614  0.252
H 2.3120 5.1479 0.2732  0.306
H 5.1680 -4.6698 2.9219  0.370
H -1.4939 2.4709 -2.3752  -0.112
O -2.8787 -0.2786 -2.5261  -0.514